1.
{"formula": "C6H12OPTb", "method": "the ωB97M-V functional and the def2-TZVPD basis", "total_energy_ev": -40178.83993, "multiplicity": 7, "de_lowest_kj_mol": 73.8, "charge": 0, "gap_ha": [0.181, 0.156], "fmax_ha_per_bohr": 0.084, "homo_ha": [-0.20774, -0.19246], "species": ["C", "C", "C", "C", "C", "Tb", "P", "H", "H", "H", "H", "H", "H", "H", "H", "C", "O", "H", "H", "H", "H"], "positions_angstrom": [[-0.64, 1.23, -1.67], [-1.25, 2.07, -2.64], [-0.31, 3.05, -3.07], [0.92, 2.84, -2.37], [0.78, 1.73, -1.50], [0.52, -0.74, 1.10], [0.08, -3.39, 0.84], [-1.09, 0.37, -1.15], [-2.28, 1.98, -2.99], [-0.49, 3.83, -3.80], [1.53, 1.29, -0.83], [1.83, 3.43, -2.49], [1.11, -4.18, 0.19], [-1.01, -3.74, -0.05], [-0.22, -4.31, 1.91], [0.86, -1.01, 3.68], [0.27, 0.11, 3.01], [1.13, -1.86, 2.96], [0.14, -1.41, 4.41], [1.78, -0.69, 4.19], [-0.02, 0.88, 3.54]], "lowdin_spin": [0.013, 0.001, 0.002, 0.001, 0.011, 6.382, -0.275, 0.010, 0.000, 0.000, 0.011, 0.000, -0.051, -0.056, -0.004, -0.018, 0.013, -0.037, -0.002, 0.001, -0.001]}

2.
{"formula": "C29H27Cl3NO4PtSi", "method": "the ωB97M-V functional and the def2-TZVPD basis", "total_energy_ev": -88875.28389, "multiplicity": 5, "de_lowest_kj_mol": 5.8, "charge": 1, "gap_ha": [0.308, 0.197], "fmax_ha_per_bohr": 0.016, "homo_ha": [-0.39096, -0.39771], "species": ["Pt", "C", "C", "O", "C", "C", "C", "C", "C", "C", "O", "H", "H", "H", "H", "H", "H", "H", "Cl", "C", "C", "C", "Cl", "C", "O", "C", "Cl", "C", "H", "H", "C", "Si", "C", "C", "N", "C", "C", "C", "C", "C", "C", "O", "C", "C", "C", "C", "C", "C", "H", "H", "H", "H", "H", "H", "H", "H", "H", "H", "H", "H", "H", "H", "H", "H", "H", "H"], "positions_angstrom": [[0.81, 0.26, 0.01], [5.24, 0.56, -0.48], [3.80, 0.95, -0.71], [2.96, 0.05, -0.59], [3.47, 2.31, -1.11], [4.49, 3.14, -1.61], [4.23, 4.40, -2.08], [2.92, 4.87, -2.04], [1.90, 4.10, -1.55], [2.14, 2.80, -1.06], [1.11, 2.17, -0.55], [5.26, -0.39, 0.05], [5.77, 1.32, 0.07], [5.74, 0.42, -1.44], [5.50, 2.76, -1.64], [5.03, 5.01, -2.47], [2.70, 5.87, -2.40], [0.88, 4.46, -1.50], [-1.35, 3.32, 6.35], [-0.86, 2.24, 5.13], [-1.23, 2.50, 3.80], [-0.83, 1.64, 2.82], [-1.30, 1.90, 1.19], [-0.02, 0.47, 3.11], [0.38, -0.32, 2.23], [0.30, 0.24, 4.51], [1.22, -1.14, 4.89], [-0.10, 1.11, 5.48], [-1.83, 3.37, 3.57], [0.16, 0.94, 6.51], [1.98, -4.55, -0.29], [1.33, -2.96, 0.43], [2.80, -2.22, 1.30], [-0.10, -3.33, 1.55], [0.62, -1.74, -0.72], [0.10, -1.94, -1.94], [0.32, -3.15, -2.66], [-0.19, -3.36, -3.91], [-0.99, -2.38, -4.51], [-1.28, -1.21, -3.84], [-0.76, -0.98, -2.58], [-1.11, 0.10, -1.84], [-1.63, 1.25, -2.45], [-0.91, 1.94, -3.41], [-1.45, 3.10, -3.93], [-2.68, 3.57, -3.49], [-3.38, 2.87, -2.52], [-2.86, 1.69, -1.99], [2.52, -5.04, 0.52], [2.70, -4.40, -1.10], [1.21, -5.24, -0.62], [2.94, -2.77, 2.23], [2.72, -1.16, 1.56], [3.69, -2.35, 0.69], [0.23, -3.96, 2.38], [-0.87, -3.88, 1.01], [-0.54, -2.43, 1.96], [0.93, -3.91, -2.21], [0.02, -4.29, -4.43], [-1.41, -2.55, -5.50], [-1.94, -0.48, -4.29], [0.06, 1.58, -3.73], [-0.90, 3.65, -4.68], [-3.10, 4.48, -3.91], [-4.34, 3.22, -2.18], [-3.39, 1.12, -1.25]], "lowdin_spin": [1.465, 0.007, 0.011, 0.124, 0.018, -0.003, 0.019, -0.002, 0.018, 0.004, 0.172, 0.000, 0.002, -0.001, -0.001, 0.001, 0.000, 0.001, 0.091, 0.198, -0.008, 0.132, 0.076, 0.105, 0.322, 0.140, 0.047, -0.016, -0.003, -0.003, 0.002, 0.037, 0.004, 0.018, 0.447, 0.072, 0.106, 0.003, 0.164, -0.016, 0.142, 0.084, 0.003, 0.003, 0.000, 0.002, 0.000, 0.002, 0.000, 0.000, 0.000, 0.000, 0.000, 0.000, 0.002, 0.000, 0.001, 0.004, -0.003, 0.009, -0.004, 0.000, 0.000, 0.000, 0.000, 0.000]}

3.
{"formula": "C40H34N7O6Sr", "method": "the ωB97M-V functional and the def2-TZVPD basis", "total_energy_ev": -65592.81260, "de_lowest_kj_mol": 0.0, "charge": -1, "gap_ha": 0.265, "fmax_ha_per_bohr": 0.009, "homo_ha": -0.19352, "species": ["Sr", "C", "C", "C", "C", "N", "C", "N", "C", "N", "C", "N", "C", "C", "C", "C", "C", "N", "C", "C", "C", "C", "C", "C", "H", "H", "H", "H", "H", "H", "H", "H", "H", "H", "H", "H", "O", "C", "C", "O", "O", "C", "C", "C", "C", "C", "C", "C", "C", "C", "C", "C", "C", "H", "H", "H", "H", "H", "H", "H", "H", "H", "H", "H", "C", "C", "C", "C", "C", "C", "O", "N", "C", "O", "N", "C", "O", "H", "H", "H", "H", "H", "H", "H", "H", "H", "H", "H"], "positions_angstrom": [[-0.39, -0.16, 0.34], [-5.01, -1.77, 0.53], [-5.44, -1.72, 1.85], [-4.64, -1.16, 2.81], [-3.38, -0.65, 2.43], [-2.95, -0.72, 1.16], [-3.76, -1.26, 0.24], [-2.63, 0.07, 3.32], [-1.34, 0.00, 3.29], [-0.53, 1.06, 3.50], [0.76, 0.68, 3.31], [1.73, 1.52, 3.29], [2.85, 1.21, 2.55], [4.12, 1.54, 3.03], [5.22, 1.30, 2.23], [5.03, 0.75, 0.96], [3.74, 0.47, 0.56], [2.66, 0.69, 1.33], [0.82, -0.82, 3.07], [1.86, -1.73, 2.95], [1.53, -3.07, 2.78], [0.20, -3.48, 2.74], [-0.84, -2.57, 2.86], [-0.50, -1.23, 3.04], [-5.62, -2.18, -0.26], [-6.41, -2.12, 2.12], [-4.94, -1.07, 3.84], [-3.37, -1.27, -0.77], [4.22, 1.98, 4.01], [6.21, 1.55, 2.58], [5.86, 0.56, 0.30], [3.54, 0.02, -0.40], [2.89, -1.42, 2.96], [2.32, -3.80, 2.67], [-0.03, -4.53, 2.60], [-1.87, -2.89, 2.82], [-0.18, 2.43, 0.67], [-0.67, 3.17, -0.47], [-1.81, 2.29, -1.14], [-2.90, 2.76, -1.40], [-1.39, 1.10, -1.32], [-1.05, 4.58, -0.04], [-0.43, 5.14, 1.08], [-0.70, 6.45, 1.46], [-1.58, 7.22, 0.73], [-2.20, 6.67, -0.39], [-1.93, 5.37, -0.77], [0.48, 3.24, -1.46], [1.78, 2.96, -1.07], [2.82, 3.04, -1.99], [2.57, 3.41, -3.30], [1.27, 3.69, -3.69], [0.23, 3.61, -2.78], [-0.72, 2.63, 1.46], [0.29, 4.56, 1.65], [-0.21, 6.86, 2.34], [-1.80, 8.24, 1.03], [-2.89, 7.27, -0.96], [-2.44, 4.94, -1.62], [1.98, 2.67, -0.05], [3.83, 2.80, -1.67], [3.38, 3.46, -4.02], [1.06, 3.97, -4.72], [-0.78, 3.81, -3.10], [-0.90, -2.30, -3.98], [-1.24, -3.61, -3.28], [-0.26, -4.00, -2.17], [-0.74, -5.28, -1.47], [0.23, -5.78, -0.40], [1.09, -4.28, -2.80], [1.25, -5.15, -3.64], [2.13, -3.52, -2.36], [2.06, -2.43, -1.45], [3.10, -1.84, -1.24], [0.87, -2.15, -0.87], [-0.22, -2.86, -1.15], [-1.29, -2.58, -0.58], [-1.61, -2.09, -4.78], [0.10, -2.34, -4.43], [-0.92, -1.45, -3.29], [-1.26, -4.43, -4.00], [-2.23, -3.54, -2.83], [-0.88, -6.04, -2.23], [-1.71, -5.05, -1.02], [1.18, -6.09, -0.85], [-0.18, -6.63, 0.14], [0.45, -4.99, 0.33], [3.03, -3.68, -2.77]], "lowdin_charge": [1.546, -0.080, -0.091, -0.029, -0.372, 0.059, -0.145, 0.158, -0.380, 0.145, -0.354, 0.167, -0.368, -0.026, -0.089, -0.077, -0.143, 0.108, -0.151, -0.009, -0.061, -0.075, -0.011, -0.181, 0.093, 0.099, 0.103, 0.101, 0.104, 0.099, 0.095, 0.080, 0.115, 0.107, 0.100, 0.121, -0.135, -0.306, -0.612, 0.049, -0.231, -0.115, -0.017, -0.086, -0.107, -0.083, -0.021, -0.131, -0.012, -0.076, -0.101, -0.082, -0.016, 0.101, 0.119, 0.098, 0.093, 0.097, 0.101, 0.094, 0.098, 0.093, 0.097, 0.121, -0.062, -0.169, -0.314, -0.169, -0.068, -0.441, 0.080, 0.210, -0.523, 0.041, 0.090, -0.492, -0.047, 0.075, 0.081, 0.076, 0.118, 0.119, 0.120, 0.119, 0.079, 0.075, 0.057, 0.157]}

4.
{"formula": "C28H51BN2O6PS", "method": "the ωB97M-V functional and the def2-TZVPD basis", "total_energy_ev": -65929.61592, "charge": -1, "gap_ha": 0.203, "fmax_ha_per_bohr": 0.025, "homo_ha": -0.12287, "species": ["C", "C", "C", "C", "B", "P", "C", "C", "O", "C", "C", "C", "C", "C", "C", "C", "C", "C", "C", "S", "C", "N", "N", "C", "O", "C", "O", "C", "O", "H", "H", "H", "H", "H", "H", "H", "H", "H", "H", "H", "H", "H", "H", "H", "H", "H", "H", "H", "H", "H", "H", "H", "H", "H", "H", "H", "H", "H", "H", "H", "C", "C", "O", "C", "C", "H", "H", "H", "H", "H", "H", "H", "H", "H", "H", "C", "C", "O", "C", "C", "H", "H", "H", "H", "H", "H", "H", "H", "H", "H"], "positions_angstrom": [[2.91, 4.13, 2.58], [2.34, 2.79, 3.01], [3.16, 1.57, 2.61], [3.55, 1.41, 1.13], [2.36, 1.02, 0.08], [1.33, 2.66, -0.45], [-0.43, 2.64, 0.15], [1.24, 2.75, -2.30], [3.05, 0.66, -1.24], [3.17, -0.73, -1.13], [3.75, -1.37, -2.37], [5.05, -1.90, -2.28], [5.68, -2.48, -3.39], [5.01, -2.57, -4.60], [3.73, -2.04, -4.71], [3.11, -1.45, -3.60], [1.82, -1.20, -0.54], [0.63, -1.12, -1.50], [-0.67, -1.66, -0.91], [-1.38, -0.69, 0.45], [-2.75, 0.04, -0.30], [-3.58, 0.88, 0.26], [-4.49, 1.21, -0.71], [-4.16, 0.57, -1.78], [-3.07, -0.21, -1.58], [1.91, -2.61, 0.04], [3.23, -3.10, 0.21], [3.74, -3.00, 1.53], [1.62, -0.21, 0.46], [3.20, 4.15, 1.53], [3.77, 4.43, 3.18], [2.15, 4.90, 2.69], [1.32, 2.71, 2.63], [2.27, 2.79, 4.10], [4.07, 1.58, 3.21], [2.63, 0.66, 2.92], [4.02, 2.33, 0.76], [4.35, 0.66, 1.11], [-1.08, 2.17, -0.58], [-0.78, 3.65, 0.31], [-0.49, 2.10, 1.09], [0.53, 3.52, -2.58], [0.97, 1.81, -2.80], [2.23, 3.03, -2.64], [3.90, -0.93, -0.33], [5.59, -1.86, -1.35], [6.68, -2.86, -3.28], [5.46, -3.03, -5.48], [3.18, -2.08, -5.64], [2.13, -1.01, -3.73], [0.84, -1.73, -2.37], [0.48, -0.09, -1.82], [-0.58, -2.69, -0.57], [-1.42, -1.69, -1.69], [-4.64, 0.56, -2.74], [1.35, -2.64, 0.98], [1.41, -3.30, -0.64], [3.08, -2.44, 2.19], [4.69, -2.47, 1.48], [3.89, -4.00, 1.93], [-9.94, -0.28, -3.74], [-9.63, -1.28, -4.85], [-8.53, -0.92, -5.66], [-7.29, -0.77, -5.01], [-6.80, -2.03, -4.31], [-10.13, 0.71, -4.16], [-10.82, -0.60, -3.18], [-9.11, -0.19, -3.03], [-10.48, -1.35, -5.52], [-9.48, -2.28, -4.43], [-7.33, 0.07, -4.30], [-6.58, -0.49, -5.79], [-7.48, -2.34, -3.51], [-5.82, -1.86, -3.86], [-6.72, -2.85, -5.01], [1.50, 1.25, 8.15], [2.00, 1.79, 6.82], [2.45, 0.80, 5.93], [1.51, -0.17, 5.53], [0.27, 0.39, 4.85], [2.28, 0.66, 8.64], [1.20, 2.07, 8.81], [0.63, 0.60, 8.03], [2.85, 2.44, 7.00], [1.23, 2.41, 6.35], [1.22, -0.79, 6.39], [2.04, -0.83, 4.84], [-0.30, 1.05, 5.51], [-0.38, -0.42, 4.53], [0.56, 0.97, 3.97]], "lowdin_charge": [-0.127, -0.274, -0.226, -0.136, -0.895, 0.961, -0.341, -0.345, -0.034, -0.262, -0.110, -0.020, -0.093, -0.112, -0.091, -0.023, -0.394, -0.143, -0.409, 1.042, -0.713, 0.033, 0.038, -0.198, 0.006, -0.136, -0.173, -0.086, -0.025, 0.032, 0.064, 0.063, 0.082, 0.080, 0.104, 0.084, 0.078, 0.089, 0.001, 0.011, 0.003, 0.014, 0.008, 0.017, 0.124, 0.110, 0.091, 0.087, 0.091, 0.099, 0.107, 0.112, 0.066, 0.071, 0.114, 0.131, 0.124, 0.084, 0.084, 0.079, -0.080, -0.287, -0.161, -0.283, -0.076, 0.081, 0.075, 0.067, 0.116, 0.106, 0.105, 0.118, 0.067, 0.069, 0.081, -0.084, -0.295, -0.164, -0.276, -0.062, 0.078, 0.073, 0.063, 0.119, 0.105, 0.104, 0.111, 0.070, 0.079, 0.062]}

What is the formula in the second record?
C29H27Cl3NO4PtSi

What did the first record say?
{"formula": "C6H12OPTb", "method": "the ωB97M-V functional and the def2-TZVPD basis", "total_energy_ev": -40178.83993, "multiplicity": 7, "de_lowest_kj_mol": 73.8, "charge": 0, "gap_ha": [0.181, 0.156], "fmax_ha_per_bohr": 0.084, "homo_ha": [-0.20774, -0.19246], "species": ["C", "C", "C", "C", "C", "Tb", "P", "H", "H", "H", "H", "H", "H", "H", "H", "C", "O", "H", "H", "H", "H"], "positions_angstrom": [[-0.64, 1.23, -1.67], [-1.25, 2.07, -2.64], [-0.31, 3.05, -3.07], [0.92, 2.84, -2.37], [0.78, 1.73, -1.50], [0.52, -0.74, 1.10], [0.08, -3.39, 0.84], [-1.09, 0.37, -1.15], [-2.28, 1.98, -2.99], [-0.49, 3.83, -3.80], [1.53, 1.29, -0.83], [1.83, 3.43, -2.49], [1.11, -4.18, 0.19], [-1.01, -3.74, -0.05], [-0.22, -4.31, 1.91], [0.86, -1.01, 3.68], [0.27, 0.11, 3.01], [1.13, -1.86, 2.96], [0.14, -1.41, 4.41], [1.78, -0.69, 4.19], [-0.02, 0.88, 3.54]], "lowdin_spin": [0.013, 0.001, 0.002, 0.001, 0.011, 6.382, -0.275, 0.010, 0.000, 0.000, 0.011, 0.000, -0.051, -0.056, -0.004, -0.018, 0.013, -0.037, -0.002, 0.001, -0.001]}